1.
DFT (ωB97M-V/def2-TZVPD) results for C24H44Cl2F9INO5P2S2 as an isolated structure in a non-equilibrium geometry.

HOMO (Ha): -0.3637
LUMO energy (Eh): -0.1371
Orbital gap (Ha): 0.227

```
! RIJCOSX wB97M-V def2-TZVPD def2/J DEFGRID3
* xyz 1 1
C 4.782 0.852 1.514
O 4.246 0.129 0.384
C 2.808 0.370 0.244
C 2.141 -1.064 0.032
C 0.914 -1.096 -0.997
C -0.489 -1.534 -0.354
P -0.381 -3.239 0.461
C -0.121 -3.141 2.345
O 1.058 -4.028 -0.091
C -1.087 -0.250 0.401
C -0.623 0.126 1.887
C -0.224 1.686 2.047
C -1.100 2.444 3.131
F -0.661 1.951 4.401
F -2.468 2.057 3.045
C -0.887 4.021 3.183
F 0.424 4.277 3.595
F -1.767 4.515 4.169
C -1.143 4.790 1.811
F -0.047 4.727 0.918
F -1.246 6.166 2.150
C -2.536 4.439 1.091
F -2.756 5.419 0.104
F -2.495 3.206 0.424
F -3.624 4.439 1.945
N -2.552 0.000 0.035
C -3.096 -1.224 -0.703
I -3.873 -2.346 1.056
C -4.440 -1.054 -1.564
Cl -4.291 -1.641 -3.309
C -5.083 0.437 -1.493
C -6.055 0.452 -0.228
Cl -6.184 0.712 -2.961
C -1.748 -1.753 -1.395
O -1.453 -0.671 -2.351
P -1.625 -3.512 -2.088
C -3.137 -4.569 -1.715
C -1.496 -3.507 -3.996
H 4.517 0.383 2.528
H 4.480 1.943 1.427
H 5.924 0.762 1.430
H 2.465 0.760 1.256
H 2.667 1.095 -0.616
H 2.957 -1.731 -0.426
H 1.886 -1.571 1.030
H 0.896 -0.096 -1.534
H 1.142 -1.882 -1.807
H 0.810 -2.567 2.656
H -0.217 -4.165 2.828
H -1.012 -2.530 2.742
H 1.647 -4.159 0.691
H -0.598 0.608 -0.194
H 0.355 -0.441 2.071
H -1.355 -0.186 2.698
H 0.861 1.756 2.416
H -0.272 2.264 1.073
H -3.055 -0.023 0.946
H -2.534 0.896 -0.468
H -5.246 -1.732 -1.114
H -4.314 1.267 -1.516
H -6.804 -0.416 -0.313
H -6.702 1.393 -0.161
H -5.512 0.260 0.768
H -0.881 -1.006 -3.069
H -4.140 -4.048 -1.816
H -3.099 -5.471 -2.400
H -3.048 -4.977 -0.644
H -1.898 -2.541 -4.465
H -2.012 -4.402 -4.474
H -0.369 -3.501 -4.218
C 3.041 8.252 -1.457
S 3.391 7.784 0.251
O 4.591 6.896 0.235
C 1.941 6.727 0.456
H 3.850 8.891 -1.811
H 2.983 7.360 -2.083
H 2.100 8.803 -1.498
H 1.953 5.931 -0.291
H 1.035 7.326 0.353
H 1.972 6.289 1.454
C 4.180 -7.252 -1.738
S 4.245 -6.441 -0.128
O 3.114 -5.462 -0.075
C 5.755 -5.505 -0.451
H 3.282 -7.869 -1.777
H 4.140 -6.504 -2.532
H 5.059 -7.886 -1.862
H 5.617 -4.866 -1.325
H 6.583 -6.195 -0.617
H 5.969 -4.886 0.420
*
```



2.
DFT (ωB97M-V/def2-TZVPD) results for C64H64AsCsN2O6S as an isolated structure in a non-equilibrium geometry.

HOMO (Ha): -0.0701
LUMO energy (Eh): 0.1312
Orbital gap (Ha): 0.201

```
! RIJCOSX wB97M-V def2-TZVPD def2/J DEFGRID3
* xyz -2 1
Cs -0.602 0.007 0.685
C 4.899 -1.535 -0.663
C 3.744 -2.237 -1.312
C 2.842 -2.957 -0.536
C 1.775 -3.629 -1.105
C 0.770 -4.342 -0.249
C 1.613 -3.576 -2.488
C 2.485 -2.855 -3.285
C 2.267 -2.740 -4.767
C 3.550 -2.189 -2.684
H 4.572 -0.962 0.202
H 5.389 -0.860 -1.362
H 5.639 -2.249 -0.298
H 2.966 -2.971 0.533
H -0.133 -3.750 -0.215
H 1.143 -4.496 0.761
H 0.512 -5.316 -0.673
H 0.768 -4.080 -2.938
H 3.213 -2.718 -5.306
H 1.731 -1.822 -5.010
H 1.675 -3.573 -5.145
H 4.239 -1.615 -3.297
O -1.600 -2.132 -0.476
S -2.608 -1.574 -1.368
O -3.991 -1.821 -1.026
N -2.222 -0.109 -1.715
C -3.045 0.656 -2.485
C -4.150 0.223 -3.186
C -4.906 1.084 -3.999
C -4.604 2.407 -4.125
C -3.496 2.913 -3.400
C -3.158 4.286 -3.436
C -2.118 4.747 -2.691
C -1.395 3.810 -1.918
N -1.654 2.536 -1.877
C -2.713 2.061 -2.596
C -2.355 -2.506 -2.885
C -3.163 -3.594 -3.176
C -2.932 -4.341 -4.322
C -1.904 -3.995 -5.185
C -1.105 -2.897 -4.896
C -1.326 -2.155 -3.746
H -4.475 -0.804 -3.096
H -5.759 0.671 -4.525
H -5.194 3.075 -4.737
H -3.749 4.955 -4.052
H -1.839 5.794 -2.678
H -0.566 4.155 -1.306
H -3.969 -3.835 -2.502
H -3.563 -5.192 -4.544
H -1.730 -4.571 -6.082
H -0.306 -2.617 -5.567
H -0.715 -1.299 -3.509
C -0.995 -3.695 5.978
C -1.080 -3.388 4.497
C -1.327 -4.641 3.658
O -2.085 -2.428 4.304
C -1.750 -1.740 3.097
C -0.169 -1.668 3.186
O 0.127 -2.758 4.084
C 0.730 -0.440 3.567
O 0.676 0.498 2.602
C 2.213 -0.933 3.639
C 2.680 -2.177 3.248
C 4.043 -2.465 3.239
C 4.969 -1.511 3.615
C 4.515 -0.254 4.010
C 3.162 0.017 4.028
C 0.422 0.127 4.969
C 0.579 -0.587 6.150
C 0.380 0.022 7.378
C 0.033 1.367 7.447
C -0.116 2.090 6.273
C 0.081 1.471 5.047
C -2.843 -0.618 2.817
O -2.744 -0.147 1.563
C -2.830 0.497 3.879
C -3.023 0.252 5.236
C -3.177 1.307 6.123
C -3.160 2.620 5.667
C -2.951 2.868 4.319
C -2.773 1.810 3.439
C -4.197 -1.373 2.929
C -5.257 -0.948 3.710
C -6.490 -1.588 3.664
C -6.686 -2.674 2.831
C -5.634 -3.096 2.023
C -4.417 -2.447 2.067
H -1.880 -4.241 6.299
H -0.926 -2.769 6.538
H -0.116 -4.306 6.177
H -2.284 -5.088 3.925
H -0.531 -5.367 3.835
H -1.338 -4.410 2.597
H -1.908 -2.421 2.251
H 0.184 -1.938 2.179
H 1.981 -2.950 2.966
H 4.375 -3.448 2.925
H 6.029 -1.733 3.597
H 5.221 0.515 4.301
H 2.818 0.997 4.331
H 0.891 -1.623 6.100
H 0.508 -0.553 8.288
H -0.120 1.846 8.409
H -0.399 3.136 6.305
H -0.031 1.999 4.109
H -3.055 -0.767 5.595
H -3.311 1.102 7.180
H -3.290 3.442 6.361
H -2.911 3.889 3.951
H -2.606 1.978 2.383
H -5.138 -0.092 4.365
H -7.301 -1.221 4.282
H -7.646 -3.174 2.791
H -5.773 -3.913 1.326
H -3.648 -2.732 1.368
C 2.016 4.426 -0.428
As 1.518 2.584 0.079
C 2.588 1.733 -1.328
C 2.776 2.378 1.583
C 4.119 2.986 1.415
C 4.395 4.275 1.866
C 5.647 4.845 1.694
C 6.659 4.134 1.065
C 6.400 2.847 0.614
C 5.147 2.283 0.787
H 3.090 4.606 -0.305
H 1.456 5.148 0.169
H 1.754 4.566 -1.477
H 3.604 2.136 -1.368
H 2.077 1.919 -2.276
H 2.621 0.653 -1.170
H 2.816 1.301 1.741
H 2.240 2.766 2.451
H 3.613 4.834 2.361
H 5.834 5.847 2.058
H 7.638 4.574 0.932
H 7.181 2.270 0.130
H 4.959 1.276 0.448
*
```



3.
DFT (ωB97M-V/def2-TZVPD) results for C33H43N2O26PS as an isolated structure in a non-equilibrium geometry.

HOMO (Ha): -0.2779
LUMO energy (Eh): -0.0117
Orbital gap (Ha): 0.266

```
! RIJCOSX wB97M-V def2-TZVPD def2/J DEFGRID3
* xyz 0 1
C -3.725 -0.120 -6.815
C -3.092 0.084 -5.460
O -1.963 -0.800 -5.238
C -0.927 -0.120 -4.657
C -1.041 0.310 -3.368
C 0.022 1.051 -2.774
P -0.296 1.591 -1.061
C -1.433 3.016 -1.322
O 1.100 2.234 -0.447
C 1.187 1.353 -3.418
C 1.344 0.898 -4.760
N 2.383 1.100 -5.575
S 1.998 0.362 -6.956
N 0.531 -0.214 -6.623
C 0.280 0.165 -5.365
H -3.058 0.244 -7.597
H -4.622 0.497 -6.869
H -3.982 -1.156 -7.019
H -3.792 -0.040 -4.635
H -2.740 1.116 -5.427
H -1.938 0.124 -2.791
H -0.871 3.811 -1.817
H -1.863 3.353 -0.386
H -2.182 2.648 -2.020
H 1.750 1.528 -0.329
H 1.927 1.936 -2.890
C 5.541 3.345 0.026
C 5.583 2.240 1.058
O 4.549 1.360 0.589
C 4.381 1.574 -0.733
O 3.708 0.886 -1.440
O 5.061 2.662 -1.144
H 6.515 3.790 -0.162
H 4.834 4.134 0.287
H 6.531 1.703 1.056
H 5.374 2.587 2.055
C 0.059 -3.265 1.460
C 0.995 -2.140 1.080
O 0.089 -1.142 0.583
C -1.132 -1.388 1.122
O -2.068 -0.655 1.048
O -1.146 -2.566 1.771
H 0.409 -3.830 2.316
H -0.145 -3.951 0.635
H 1.522 -1.734 1.946
H 1.722 -2.416 0.321
C -3.175 -4.213 6.305
C -3.745 -3.643 5.026
O -2.577 -3.145 4.371
C -1.509 -3.816 4.843
O -0.411 -3.739 4.388
O -1.845 -4.576 5.912
H -3.720 -5.082 6.667
H -3.117 -3.471 7.102
H -4.204 -4.406 4.395
H -4.460 -2.843 5.198
C -4.615 -0.980 -1.099
C -6.033 -0.939 -0.576
O -6.693 -0.111 -1.540
C -5.992 -0.172 -2.696
O -6.362 0.271 -3.735
O -4.809 -0.805 -2.513
H -4.112 -1.920 -0.893
H -4.002 -0.162 -0.721
H -6.509 -1.922 -0.574
H -6.105 -0.507 0.418
C -1.193 -0.291 -10.118
C -1.075 -1.398 -9.096
O -2.156 -2.265 -9.462
C -2.444 -2.052 -10.767
O -3.176 -2.725 -11.417
O -1.783 -0.963 -11.236
H -0.233 0.141 -10.392
H -1.862 0.509 -9.794
H -0.136 -1.949 -9.181
H -1.185 -1.046 -8.077
C 0.475 1.889 3.906
C 0.189 2.815 2.745
O 1.075 3.913 2.992
C 2.094 3.459 3.759
O 3.081 4.074 4.003
O 1.840 2.204 4.208
H 0.366 0.839 3.646
H -0.138 2.101 4.785
H 0.441 2.357 1.791
H -0.845 3.153 2.715
C -1.647 1.671 7.661
C -1.490 0.516 8.625
O -2.527 -0.375 8.205
C -2.815 -0.106 6.909
O -3.511 -0.781 6.223
O -2.200 1.034 6.504
H -0.703 2.154 7.422
H -2.352 2.424 8.018
H -0.528 0.011 8.519
H -1.626 0.805 9.663
C 8.311 -1.176 4.070
C 9.231 -0.005 3.803
O 8.332 0.975 3.274
C 7.085 0.682 3.718
O 6.144 1.395 3.590
O 7.058 -0.530 4.319
H 8.614 -1.770 4.928
H 8.203 -1.830 3.203
H 9.684 0.390 4.714
H 10.017 -0.234 3.088
*
```



4.
DFT (ωB97M-V/def2-TZVPD) results for C13H25CaO10P as an isolated structure in a non-equilibrium geometry.

HOMO (Ha): 0.0394
LUMO energy (Eh): 0.1658
Orbital gap (Ha): 0.126

```
! RIJCOSX wB97M-V def2-TZVPD def2/J DEFGRID3
* xyz -2 1
Ca -0.642 -0.798 -0.675
P -2.492 -2.243 0.727
O -2.657 -1.314 1.944
O -3.577 -3.332 0.896
O -0.986 -2.591 0.514
O -2.850 -1.444 -0.578
O 0.830 0.931 -4.211
C 0.239 0.416 -3.089
O 0.553 0.846 -1.953
O -0.646 -0.471 -3.144
H 0.313 0.511 -4.920
C -3.518 2.925 0.589
C -3.205 3.531 -0.798
C -2.126 2.597 -1.366
O -1.777 1.692 -0.323
C -2.882 1.551 0.585
H -4.598 2.837 0.734
H -3.099 3.540 1.389
H -2.834 4.550 -0.667
H -4.078 3.570 -1.449
H -1.192 3.047 -1.705
H -2.501 1.956 -2.174
H -2.482 1.238 1.548
H -3.531 0.754 0.207
C 1.392 0.215 3.392
C 1.982 1.310 2.475
C 0.930 1.445 1.390
O 0.472 0.110 1.207
C 0.379 -0.482 2.506
H 0.916 0.670 4.263
H 2.187 -0.447 3.747
H 2.901 0.915 2.034
H 2.226 2.247 2.979
H 1.331 1.831 0.454
H 0.084 2.074 1.688
H 0.443 -1.563 2.393
H -0.626 -0.324 2.913
C 3.689 -2.198 -1.321
C 2.957 -3.506 -1.089
C 1.500 -3.082 -1.150
O 1.490 -1.781 -0.562
C 2.784 -1.193 -0.593
H 3.719 -1.988 -2.394
H 4.703 -2.182 -0.917
H 3.212 -3.971 -0.135
H 3.197 -4.236 -1.869
H 0.869 -3.811 -0.645
H 1.111 -3.010 -2.173
H 3.156 -1.108 0.434
H 2.733 -0.235 -1.109
*
```